Density functional theory data (the ωB97M-V functional and the def2-TZVPD basis) for a single C3H4N4 molecule at a distorted geometry.

## Properties
E_HOMO, eV: -9.2
2S+1: 1
Total charge: 0
HOMO-LUMO gap, Eh: 0.3410
E_LUMO, eV: 0.06

The geometry in XYZ format:
```
11
Properties=species:S:1:pos:R:3:nbo_charge:R:1
C -1.03493 1.11958 0.19996 0.31
N -1.63823 -0.01698 0.24664 -0.49
C -0.99652 -1.12183 -0.26120 0.21
N 0.20587 -1.48561 -0.14811 -0.28
N 1.09427 -0.59499 0.50986 -0.51
C 1.19119 0.65239 -0.13920 0.32
N 0.20892 1.45723 -0.34082 -0.51
H -1.52652 1.95879 0.64067 0.18
H -1.67778 -1.84516 -0.74119 0.19
H 2.00645 -1.08865 0.54976 0.39
H 2.16727 0.96523 -0.51637 0.18
```

=====

Density functional theory data (the ωB97M-V functional and the def2-TZVPD basis) for a molecular structure, C8H18Cl2FN2O4V at a distorted geometry.

## Properties
E_HOMO, eV: -9.5
2S+1: 1
Total charge: 0
HOMO-LUMO gap, Eh: 0.2086
E_LUMO, eV: -3.84

The geometry in XYZ format:
```
36
Properties=species:S:1:pos:R:3:mulliken_charge:R:1
O -3.09252 -2.71741 -0.68770 -0.52
V -1.73826 -3.14837 0.07792 1.42
O -2.06382 -3.11026 1.63681 -0.50
F -0.76802 -1.25991 -0.09686 -0.42
C 2.56634 -0.11987 0.92497 -0.57
C 1.84312 -0.16771 2.25982 0.57
O 2.42976 -0.13680 3.32555 -0.67
N 0.48574 -0.06518 2.18732 0.31
C -0.37115 -0.17249 3.36173 -1.12
H 1.89327 -0.43042 0.12497 -0.09
H 3.41565 -0.79879 0.94593 0.36
H 2.87638 0.91564 0.79368 0.22
H 0.07705 -0.36192 1.31053 -0.05
H -0.35370 0.74344 3.95227 0.33
H -0.01024 -1.00778 3.96358 0.36
H -1.43159 -0.33391 3.17065 0.37
C 1.92631 -1.75155 -2.71117 -0.83
C 0.87284 -0.87819 -3.42062 0.68
O 1.03858 -0.64013 -4.61078 -0.68
N -0.09860 -0.38591 -2.65693 0.07
C -1.27061 0.34074 -3.11650 -1.00
H 2.20594 -2.50725 -3.43971 0.33
H 1.43166 -2.21165 -1.85107 0.17
H 2.76395 -1.13660 -2.39280 0.17
H -0.21056 -0.73318 -1.70854 0.17
H -1.55465 0.28429 -4.16345 0.34
H -1.22020 1.39505 -2.83641 0.28
H -2.09716 -0.07280 -2.53335 0.31
Cl -0.24155 3.42499 2.72011 -0.18
C -0.57508 2.97423 1.05507 -0.34
C -1.73479 2.03874 0.85987 0.60
Cl -3.33383 2.81373 1.03838 -0.21
H 0.32776 2.52097 0.64520 0.12
H -0.72445 3.88886 0.48092 0.44
H -1.65727 1.18790 1.52989 -0.28
H -1.60630 1.61950 -0.13928 -0.19
```

=====

Density functional theory data (the ωB97M-V functional and the def2-TZVPD basis) for a molecular structure, C25H31BrIN2STi at a distorted geometry.

## Properties
E_HOMO, eV: -10.5
2S+1: 1
Total charge: +1
HOMO-LUMO gap, Eh: 0.2402
E_LUMO, eV: -4.00

The geometry in XYZ format:
```
62
Properties=species:S:1:pos:R:3:nbo_charge:R:1
Ti -0.53639 1.03896 -0.64017 1.36
C -4.39440 3.76720 1.36294 -0.61
C -3.72681 3.11313 0.15307 -0.28
C -4.27355 3.86135 -1.08330 -0.59
C -2.25099 3.15188 0.21499 -0.01
C -1.44298 3.38053 -0.94356 -0.20
C -0.05196 3.32412 -0.78794 -0.33
C 0.52099 2.99643 0.48451 0.03
C 2.01092 3.20839 0.72318 -0.65
C -0.32406 2.41203 1.46762 -0.27
C -1.67350 2.77664 1.42854 -0.10
H -5.51797 3.76694 1.28494 0.24
H -4.03402 4.85099 1.47272 0.21
H -4.13103 3.39780 2.36405 0.21
H -4.09546 2.07719 0.17985 0.24
H -3.73301 4.88890 -1.04239 0.21
H -5.35210 3.95827 -0.95282 0.24
H -3.99624 3.33880 -1.98065 0.20
H -1.86125 3.77304 -1.87261 0.26
H 0.53442 3.58075 -1.69175 0.27
H 2.38111 4.09688 0.17566 0.24
H 2.51389 2.32912 0.29849 0.26
H 2.25795 3.28446 1.76796 0.24
H 0.17424 1.99600 2.34503 0.26
H -2.28473 2.81812 2.31940 0.25
S 1.63660 0.11149 -1.17438 -0.14
C 1.05902 0.60288 -2.78522 0.08
C 1.82302 0.90550 -3.90422 -0.27
C 1.13759 0.99653 -5.13904 -0.11
C -0.25330 1.00321 -5.19030 -0.27
C -0.95187 0.96626 -3.96673 0.08
N -0.33788 0.70964 -2.80445 -0.56
H 2.87809 1.23091 -3.83868 0.25
H 1.70492 1.07246 -6.05793 0.24
H -0.78769 1.09641 -6.15053 0.25
H -2.03344 1.04224 -3.93689 0.21
Br 2.32513 -5.55157 4.08631 0.09
C 4.04870 -5.22519 3.36141 -0.10
C 4.81640 -6.38581 3.30391 -0.22
C 6.14652 -6.32292 2.90796 -0.19
C 6.70362 -5.19766 2.40982 -0.20
C 5.91799 -4.02252 2.38249 -0.23
C 4.64218 -4.01076 2.90553 -0.20
I 3.62126 -2.23490 3.23241 0.16
H 4.45956 -7.31777 3.53955 0.22
H 6.67454 -7.28358 2.90514 0.22
H 7.70735 -5.22500 2.01759 0.23
H 6.25749 -3.12241 1.91745 0.23
C -2.84524 -1.85965 1.24051 -0.60
C -1.74892 -1.66303 0.11839 0.06
C -2.36198 -2.17175 -1.22600 -0.61
C -0.48510 -2.42581 0.53138 -0.61
N -1.38043 -0.29150 0.01451 -0.64
H -2.98888 -2.92809 1.56990 0.23
H -3.75664 -1.35300 0.96524 0.21
H -2.37251 -1.32422 2.14560 0.21
H -2.61244 -3.24141 -0.88896 0.22
H -1.62549 -2.15521 -2.06366 0.22
H -3.31307 -1.71984 -1.38429 0.21
H -0.80368 -3.44269 0.77647 0.22
H 0.08790 -1.99785 1.34929 0.22
H 0.29762 -2.45131 -0.21732 0.22
```

=====

Density functional theory data (the ωB97M-V functional and the def2-TZVPD basis) for a molecular structure, C42H43ClP2V at a distorted geometry.

## Properties
E_HOMO (spin up / spin down), eV: -12.3 / -12.6
Expectation value of S²: 0.9164
2S+1: 2
Total charge: +2
HOMO-LUMO gap (spin up / spin down), Eh: 0.2229 / 0.2251
E_LUMO (spin up / spin down), eV: -6.24 / -6.46

The geometry in XYZ format:
```
89
Properties=species:S:1:pos:R:3:mulliken_spin:R:1
V -0.80199 0.91474 -3.29364 -0.20
C -2.48383 1.09945 -5.75563 0.01
C -2.28325 -0.21368 -5.40429 -0.02
C -1.29093 -1.11467 -6.09530 -0.01
C 0.08470 -0.44817 -6.39802 0.00
C 0.48022 0.32182 -5.17257 -0.01
C 0.06192 1.62958 -5.06842 0.01
C -0.46904 2.45464 -6.24768 -0.01
C -1.79246 1.91060 -6.82450 0.00
C 1.21260 -0.26849 -0.24802 0.00
H -3.39054 1.62652 -5.42799 0.00
H -3.09730 -0.72222 -4.85244 0.00
H -1.67695 -1.57352 -7.02226 0.00
H -1.12398 -1.93719 -5.38374 0.00
H 0.79564 -1.26217 -6.53792 0.00
H 0.01853 0.01827 -7.40592 0.00
H 1.40439 0.06688 -4.64697 0.00
H 0.47623 2.32854 -4.24370 0.00
H 0.23305 2.46401 -7.08596 0.00
H -0.67467 3.50019 -5.94002 0.00
H -2.50468 2.73867 -7.02502 0.00
H -1.58892 1.45637 -7.81477 0.00
H 0.43571 0.19115 -0.85990 0.06
H 1.72001 0.35820 0.54335 0.00
H 0.88011 -1.18868 0.25125 0.00
P -1.22391 -1.33141 -2.04110 0.00
P 2.31419 -0.40206 -1.68319 0.00
C 0.14001 -1.96593 -2.97818 0.03
C 1.41648 -1.43445 -2.85356 0.07
C -2.43664 -2.58561 -1.84601 0.04
C -2.77207 -3.46424 -2.90174 0.01
C -3.65011 -4.52663 -2.64473 0.00
C -4.17813 -4.72699 -1.37288 0.01
C -3.94942 -3.78737 -0.36677 0.00
C -3.15060 -2.69572 -0.61772 0.01
C -2.72021 0.88694 -3.27768 0.03
C -2.30778 2.26672 -3.47327 0.00
C -3.14846 3.31251 -3.09208 -0.01
C -4.37736 2.99430 -2.56760 0.01
C -4.73184 1.64930 -2.39203 0.01
C -3.88815 0.55996 -2.67618 0.02
C 3.82619 -1.22428 -1.25093 0.01
C 3.65466 -2.55077 -0.77269 0.00
C 4.78528 -3.36640 -0.73344 0.00
C 6.04833 -2.86568 -1.07693 0.00
C 6.20140 -1.50215 -1.40302 0.00
C 5.09357 -0.62614 -1.47605 0.00
C 2.61708 1.39833 -2.18171 -0.01
C 2.36187 2.47686 -1.27701 0.01
C 2.63155 3.79425 -1.68252 0.00
C 3.20447 4.12188 -2.89973 0.00
C 3.51699 3.08028 -3.74524 0.00
C 3.23309 1.74808 -3.40536 0.00
H -0.05506 -2.68963 -3.79128 0.00
H 2.16046 -1.86028 -3.53810 -0.01
H -2.38673 -3.29215 -3.91246 0.00
H -3.91170 -5.21668 -3.46119 0.00
H -4.79304 -5.58254 -1.17085 0.00
H -4.39370 -3.91227 0.61421 0.00
H -3.07331 -1.89066 0.08921 0.00
H -1.37457 2.47899 -4.05313 0.01
H -2.82789 4.39798 -3.04766 0.00
H -5.12800 3.76372 -2.30539 0.00
H -5.75277 1.41130 -2.06275 0.00
H -4.02710 -0.49539 -2.45807 0.00
H 2.66860 -2.86766 -0.41226 0.00
H 4.65963 -4.39546 -0.40486 0.00
H 6.90094 -3.52529 -1.13969 0.00
H 7.19786 -1.07990 -1.58795 0.00
H 5.21048 0.46686 -1.63179 0.00
H 1.92600 2.29847 -0.28142 0.00
H 2.34129 4.57809 -0.99720 0.00
H 3.41023 5.14834 -3.15981 0.00
H 3.96747 3.30463 -4.69735 0.00
H 3.45790 0.90878 -4.09964 0.00
Cl -0.49356 3.75491 1.22132 0.01
C -0.92776 2.26661 1.92249 0.14
C -0.67545 1.99236 3.24421 -0.08
C -0.81938 0.72534 3.82157 0.16
C -1.21796 -0.32136 3.01743 -0.08
C -1.47950 -0.11171 1.68279 0.14
C -1.45049 1.19334 1.12622 0.13
C -1.93152 1.40094 -0.20651 0.39
H -0.31992 2.78745 3.85069 0.00
H -0.61940 0.57280 4.88176 0.01
H -1.30615 -1.30969 3.41817 0.00
H -1.70405 -0.96455 1.03167 0.06
H -2.83178 0.86104 -0.48648 0.04
H -2.03506 2.44826 -0.55104 0.00
```

=====

Density functional theory data (the ωB97M-V functional and the def2-TZVPD basis) for 2 unconnected molecules or ions with the total composition C3H5NO at a distorted geometry.

## Properties
E_HOMO, eV: -9.6
2S+1: 1
Total charge: 0
HOMO-LUMO gap, Eh: 0.3730
E_LUMO, eV: 0.59

The geometry in XYZ format:
```
10
Properties=species:S:1:pos:R:3:nbo_charge:R:1
C -1.19130 0.17038 -0.12254 0.06
C 1.40989 -0.48542 0.41933 -0.12
C 0.05099 0.15197 0.63493 0.17
N -1.10967 0.06683 -1.38012 -0.57
O 0.55127 -0.71924 1.53897 -0.48
H -1.97159 0.24461 0.58353 0.17
H 1.39608 -1.38242 -0.11772 0.19
H 2.32534 0.08540 0.37330 0.20
H -0.00553 1.62421 1.34328 0.04
H -2.00110 -0.06238 -1.81782 0.34
```

=====

Density functional theory data (the ωB97M-V functional and the def2-TZVPD basis) for 2 unconnected molecules or ions with the total composition C4H12N2O at a distorted geometry.

## Properties
E_HOMO (spin up / spin down), eV: 1.0 / -4.5
Expectation value of S²: 0.7515
2S+1: 2
Total charge: -1
HOMO-LUMO gap (spin up / spin down), Eh: 0.0961 / 0.2954
E_LUMO (spin up / spin down), eV: 3.66 / 3.52

The geometry in XYZ format:
```
19
Properties=species:S:1:pos:R:3:mulliken_spin:R:1
C -0.00044 -0.66854 0.72388 0.31
C -0.85139 0.56544 0.12770 1.11
C -0.71249 0.65140 -1.31495 1.12
C -0.58041 1.85528 -1.89399 0.17
N -0.97028 -0.46481 -2.13263 0.54
N 1.41886 -0.24328 0.72784 -0.04
H -0.28083 -1.46976 0.04709 -0.03
H -0.39050 -0.81122 1.81638 -0.09
H -1.96121 0.43673 0.37158 -1.01
H -0.44298 1.50661 0.63244 0.13
H -0.76684 2.03577 -3.04386 -0.26
H -0.39519 2.72893 -1.33948 -0.34
H -1.99903 -0.66267 -2.16097 -0.35
H -0.74917 -0.22833 -3.03649 -0.18
H 1.38356 0.67797 0.56822 -0.03
H 2.07221 -0.68192 0.06642 -0.04
H 1.48822 -2.27137 3.83045 -0.02
H 1.79087 -1.46621 2.55071 -0.03
O 1.94705 -1.49000 3.45964 0.03
```

=====

Summary of energy relative to the best compared isomer or geometry (same formula, charge and spin) in kJ/mol
263.4 0.0 171.4 192.8 444.8 166.8
(order as listed above)